(1)
Molecular formula: C16H21BIN6OsS4
Method: DFT, the ωB97M-V functional and the def2-TZVPD basis

Properties
Net charge ... +3
Strongest force on any atom ... 0.0021 Eh/bohr
HOMO-LUMO gap ... 5.2 eV
Highest occupied orbital energy ... -16.35 eV

Structure (XYZ):
```
50
Properties=species:S:1:pos:R:3:forces:R:3:mulliken_charge:R:1
Os -0.76852 -1.09903 0.58048 0.0 0.0 -0.1 0.560
C 3.98272 -2.12905 2.43294 0.0 0.0 0.0 -0.846
N 2.92207 -1.25053 2.94783 0.0 0.0 0.0 0.122
C 2.94106 -0.61105 4.16695 0.0 0.0 0.0 -0.512
C 1.82419 0.15127 4.23500 0.0 0.0 0.0 -0.565
N 1.10231 -0.04195 3.07341 0.0 0.0 0.1 0.417
B 0.09087 0.91596 2.40708 -0.1 0.0 0.0 0.352
N -1.36289 1.23629 2.82878 0.0 0.0 0.1 0.592
C -1.80358 2.01510 3.87941 0.0 0.0 0.0 -0.595
C -3.04266 2.46930 3.57415 0.0 0.0 0.0 -0.478
N -3.35148 1.99305 2.31998 0.0 0.0 0.0 0.113
C -4.57843 2.30719 1.57334 0.0 0.0 0.0 -0.839
C -2.32173 1.26196 1.88527 0.0 0.0 0.0 0.017
S -2.27820 0.52625 0.27063 0.0 0.0 0.0 -0.384
C 1.81264 -0.88584 2.30099 0.0 0.0 0.0 0.011
S 1.44121 -1.42826 0.65351 0.0 0.0 0.0 -0.327
H 4.60719 -2.43243 3.26738 0.0 0.0 0.0 0.324
H 4.58485 -1.58980 1.70465 0.0 0.0 0.0 0.358
H 3.54051 -3.01250 1.97927 0.0 0.0 0.0 0.374
H 3.74494 -0.75199 4.86935 0.0 0.0 0.0 0.488
H 1.49875 0.82269 5.01036 0.0 0.0 0.0 0.569
H -0.11405 0.34948 1.32177 0.0 -0.1 0.1 -0.207
H 0.64310 1.92572 2.08989 0.0 0.0 0.0 -0.017
H -1.20204 2.19814 4.75260 0.0 0.0 0.0 0.572
H -3.72598 3.08930 4.12927 0.0 0.0 0.0 0.492
H -5.33469 2.63024 2.28200 0.0 0.0 0.0 0.321
H -4.93146 1.41826 1.05683 0.0 0.0 0.0 0.364
H -4.38056 3.10542 0.86104 0.0 0.0 0.0 0.350
S -1.80404 -2.78628 1.58519 0.1 0.0 0.0 -0.103
C -1.99478 -2.76901 3.33538 -0.1 0.0 0.0 0.317
N -2.80691 -3.65551 3.83878 0.0 0.0 0.0 -0.165
C -2.80342 -3.79449 5.30701 0.0 0.0 0.0 -0.551
C -2.26110 -2.46998 5.83371 0.0 0.0 0.0 -0.570
S -1.20100 -1.80204 4.49128 0.0 0.0 0.0 0.171
H -3.31630 -4.30868 3.25195 0.0 0.0 0.0 0.262
H -2.16393 -4.63946 5.56713 0.0 0.0 0.0 0.319
H -3.81344 -3.99004 5.66002 0.0 0.0 0.0 0.355
H -1.65444 -2.59754 6.72625 0.0 0.0 0.0 0.430
H -3.04531 -1.74096 6.02547 0.0 0.0 0.0 0.347
I 0.45990 -6.03262 -2.53553 0.0 0.0 0.0 0.238
C -0.60152 -4.26176 -2.38646 0.0 0.0 0.0 -0.591
C -1.43092 -3.81293 -3.40968 0.0 0.0 0.0 -0.041
C -2.11591 -2.61983 -3.24366 0.0 0.0 0.0 -0.935
C -1.95981 -1.90165 -2.07736 0.0 0.0 0.0 0.109
N -1.15049 -2.32702 -1.08953 0.0 0.0 0.1 0.069
C -0.48930 -3.49230 -1.24279 0.0 0.0 0.0 0.087
H -1.54200 -4.38680 -4.32040 0.0 0.0 0.0 0.453
H -2.77161 -2.24080 -4.01495 0.0 0.0 0.0 0.480
H -2.48901 -0.97194 -1.92718 0.0 0.0 0.0 0.249
H 0.14589 -3.80686 -0.42604 0.0 0.0 0.0 0.440
```
Positions in Å, forces in eV/Å.

=====

(2)
Molecular formula: C25H23NO7
Method: DFT, the ωB97M-V functional and the def2-TZVPD basis

Properties
Strongest force on any atom ... 0.0109 Eh/bohr
HOMO-LUMO gap ... 9.6 eV
Highest occupied orbital energy ... -9.40 eV
SMILES ... COC(=O)[C@@H]1C[C@]2(OC(=O)c3ccccc3)C=CC(=O)C[C@@H]2N1C(=O)OCc1ccccc1

Structure (XYZ):
```
56
Properties=species:S:1:pos:R:3:forces:R:3:mulliken_charge:R:1
C 1.03089 -4.80266 -2.37930 0.1 -0.4 0.0 -0.853
O 0.48404 -3.66431 -1.72267 -0.1 0.2 -0.2 -0.161
C 0.52151 -3.68116 -0.39122 -0.1 0.2 0.4 -0.219
O 0.88851 -4.61145 0.26935 0.0 -0.1 0.1 -0.623
C -0.03117 -2.38184 0.19429 0.5 -0.2 0.1 0.589
C -1.56417 -2.40079 0.27210 0.1 0.3 0.0 -1.781
C -1.95351 -0.94318 -0.03485 0.1 -0.2 -0.5 2.025
O -1.73066 -0.23158 1.19129 0.1 -0.2 0.1 -0.282
C -2.05770 1.07256 1.22414 -0.2 0.3 -0.3 0.830
O -2.57816 1.64717 0.29875 0.2 0.0 0.2 -0.619
C -1.71433 1.70271 2.51724 0.1 0.2 0.3 0.113
C -0.99626 1.02557 3.50018 -0.1 0.0 -0.2 -0.270
C -0.69462 1.66212 4.68943 0.0 0.0 0.1 -0.731
C -1.10522 2.96859 4.90521 0.0 0.0 0.0 -0.392
C -1.81802 3.64603 3.92809 0.0 0.0 0.0 -0.608
C -2.12110 3.01767 2.73579 0.0 -0.2 -0.1 -0.500
C -3.36540 -0.78294 -0.49856 0.1 0.0 -0.3 -1.162
C -3.70976 -0.64377 -1.77561 -0.4 0.0 0.2 -0.586
C -2.73494 -0.60806 -2.87628 0.4 -0.1 0.2 0.036
O -3.05671 -0.36708 -4.01604 -0.1 0.0 -0.1 -0.621
C -1.30980 -0.95109 -2.49868 0.0 0.1 -0.1 -0.443
C -0.91166 -0.52542 -1.08347 -0.1 0.3 -0.1 -0.786
N 0.26948 -1.23270 -0.63580 -0.1 0.1 0.2 0.389
C 1.54638 -0.94263 -0.97271 -0.3 0.1 0.0 0.544
O 2.49581 -1.58645 -0.59488 0.4 -0.2 0.1 -0.678
O 1.60349 0.13740 -1.77474 -0.3 0.0 -0.1 -0.209
C 2.91356 0.64368 -2.06188 0.4 0.0 0.0 -1.275
C 3.30338 1.67934 -1.04036 -0.1 -0.1 -0.1 0.719
C 3.04296 3.02467 -1.26458 0.0 -0.1 0.0 -0.513
C 3.35681 3.96680 -0.30076 0.0 0.1 0.0 -0.580
C 3.92599 3.57033 0.89748 0.0 0.1 0.0 -0.398
C 4.18129 2.22923 1.12930 0.0 0.0 0.1 -0.766
C 3.87185 1.28618 0.16513 0.0 0.0 0.0 -0.097
H 0.82016 -4.67385 -3.43781 0.0 0.0 0.1 0.259
H 2.10684 -4.84803 -2.20490 -0.1 0.0 0.0 0.305
H 0.57031 -5.71640 -1.99894 0.0 0.1 -0.1 0.340
H 0.42054 -2.25955 1.18643 -0.1 -0.1 -0.2 0.607
H -1.91867 -2.70386 1.25414 0.0 -0.1 0.0 0.568
H -1.98943 -3.05995 -0.48420 0.0 0.0 0.0 0.500
H -0.67745 0.01038 3.32410 0.0 -0.1 0.0 0.456
H -0.13674 1.13942 5.45196 0.0 0.0 0.1 0.412
H -0.86769 3.46003 5.83712 0.0 0.0 0.1 0.404
H -2.13570 4.66378 4.09788 0.0 0.1 0.0 0.404
H -2.67341 3.52368 1.95852 0.0 0.0 -0.1 0.466
H -4.10901 -0.78671 0.28690 -0.1 0.0 0.0 0.482
H -4.74311 -0.51249 -2.06084 -0.1 0.0 0.0 0.481
H -0.62763 -0.50343 -3.22262 -0.1 -0.1 0.0 0.390
H -1.20716 -2.03742 -2.58232 0.0 0.0 0.0 0.166
H -0.73448 0.55365 -1.05728 -0.1 -0.2 0.0 0.715
H 3.62120 -0.19167 -2.05908 -0.1 0.2 -0.1 0.415
H 2.84170 1.07787 -3.06124 0.0 -0.1 0.1 0.507
H 2.59365 3.33363 -2.19729 0.0 0.0 -0.1 0.378
H 3.15452 5.01178 -0.48446 0.0 0.1 0.0 0.389
H 4.16961 4.30597 1.64996 0.0 0.1 0.1 0.390
H 4.62412 1.91635 2.06340 0.0 0.0 0.1 0.398
H 4.06342 0.23848 0.34417 0.0 -0.1 0.0 0.475
```
Positions in Å, forces in eV/Å.